Below is C43H40ClF3FeN5O4 as an isolated structure in a non-equilibrium geometry, with properties calculated with ωB97M-V/def2-TZVPD.

* LUMO (spin up / spin down): -5.59 / -7.36 eV
* total charge: +1
* gap between HOMO and LUMO (spin up / spin down): 4.9 / 3.2 eV
* spin multiplicity: 5

Structure (XYZ):
```
97
Properties=species:S:1:pos:R:3:forces:R:3
Fe -0.3944 -4.4266 -0.7112 0.00 0.00 0.01
Cl -0.0345 1.6674 -0.9260 0.85 0.91 -3.37
O -0.7253 2.5061 0.0347 -0.12 -0.05 0.43
O 1.3504 1.7844 -0.9441 1.63 0.76 1.13
O -0.3436 0.3648 -0.4301 -1.29 -1.71 1.24
O -0.5030 1.8500 -2.2494 -1.06 0.08 0.57
N 3.9352 -4.4125 0.3482 3.83 -0.83 -0.09
C 4.8832 -5.1639 -0.3477 0.00 1.09 0.27
C 6.2856 -5.0434 -0.2295 -0.55 0.16 0.30
C 6.8361 -4.2125 0.7378 -0.81 -0.55 -0.18
C 5.9375 -3.5612 1.5475 -0.40 0.79 0.00
C 4.5641 -3.6303 1.2896 -1.36 -0.84 -0.78
H 4.5652 -5.8581 -1.1115 -0.58 0.02 0.01
H 6.9776 -5.5744 -0.8664 -0.37 -0.32 -0.24
H 7.8994 -4.1065 0.8949 0.04 -0.03 -0.13
H 6.3566 -2.9080 2.2986 -0.46 0.11 0.27
H 3.8053 -3.0815 1.8276 0.46 0.42 0.51
N -2.0676 -5.0914 3.4658 -2.48 -0.64 2.08
C -1.9584 -6.2834 4.1322 0.74 1.20 -1.14
C -2.5882 -6.6081 5.3026 -0.15 -0.66 0.55
C -3.5125 -5.7671 5.8777 -0.27 0.70 0.41
C -3.7391 -4.5487 5.2611 0.37 -1.07 -1.05
C -3.0465 -4.3229 4.0708 0.85 0.44 -0.54
H -1.3213 -7.0455 3.7083 0.36 0.18 -0.23
H -2.3311 -7.5564 5.7509 -0.19 -0.12 0.04
H -4.0668 -6.0120 6.7717 0.15 -0.24 0.13
H -4.5169 -3.8624 5.5618 0.14 0.07 0.13
H -3.3532 -3.3989 3.6033 0.54 0.18 -0.56
N -4.7107 -4.3127 -2.1472 -1.24 1.38 -1.76
C -5.2860 -3.3458 -2.9665 0.57 -0.68 0.84
C -6.6149 -3.3062 -3.3340 0.66 -0.12 0.87
C -7.4408 -4.2823 -2.7921 -1.33 0.69 -0.98
C -6.9124 -5.3384 -2.1299 0.49 -0.19 0.64
C -5.5585 -5.2861 -1.8407 0.61 -0.28 0.88
H -4.7155 -2.4818 -3.2739 0.68 -0.22 0.11
H -6.9496 -2.4361 -3.8792 -0.30 -0.17 -0.08
H -8.5122 -4.1753 -2.8753 -0.15 -0.14 -0.24
H -7.5034 -6.1266 -1.6874 -0.11 0.00 -0.14
H -5.1821 -6.0381 -1.1631 0.30 -0.28 -0.06
N 1.1993 -4.2993 -5.2613 -0.70 -2.09 -1.53
C 2.1705 -3.4432 -5.6165 -0.17 -2.09 -1.48
C 2.7576 -3.5215 -6.8948 0.29 -0.69 -0.26
C 2.3718 -4.5280 -7.8233 2.25 2.82 0.12
C 1.4309 -5.3865 -7.4437 -0.78 -0.82 -1.29
C 0.8673 -5.2732 -6.2425 -0.31 1.63 2.86
H 2.6468 -2.8266 -4.8686 -0.50 0.37 0.15
H 3.6059 -2.8693 -7.0406 -0.04 0.09 -0.51
H 2.7571 -4.6915 -8.8189 0.60 0.67 0.01
H 1.0317 -6.1094 -8.1397 0.17 -0.29 0.04
H 0.1482 -6.0790 -6.2355 -0.85 0.40 2.06
N -8.5360 8.1417 0.8454 0.95 -0.04 0.14
C -7.2732 7.7551 1.2370 -1.69 1.64 -1.61
C -6.2399 7.7435 0.3175 0.41 0.09 0.21
C -6.4443 8.2959 -0.9363 -0.26 -0.03 -0.72
C -7.6982 8.7227 -1.3256 -0.14 -0.18 0.43
C -8.7382 8.5761 -0.4159 0.65 -0.63 0.99
H -7.0733 7.7196 2.2978 -0.30 -0.75 0.11
H -5.2693 7.3734 0.6131 0.16 0.12 0.01
H -5.6844 8.4350 -1.6910 0.52 -0.32 0.29
H -7.8442 9.1380 -2.3118 -0.14 0.07 0.01
H -9.7514 8.8255 -0.6945 -0.16 0.04 0.14
F -10.6060 -0.9169 1.3257 0.17 -0.03 -0.65
C -9.5042 -0.2251 1.6217 2.22 1.43 0.58
C -8.7519 0.5384 0.7249 -2.38 -1.19 -2.01
C -7.6585 1.2716 1.0577 0.83 1.04 2.42
C -7.3142 1.3518 2.4117 -1.10 -1.19 0.46
C -8.0501 0.5715 3.3617 1.59 0.95 -0.87
C -9.0543 -0.2635 2.9284 -1.01 -0.86 -0.53
H -9.1119 0.5311 -0.2933 0.03 0.10 -0.30
H -7.0951 1.9713 0.4582 -0.28 -0.44 -0.86
H -6.4742 1.9800 2.6691 -0.10 0.01 0.45
H -7.7687 0.6345 4.4025 -0.01 -0.23 0.08
H -9.5589 -1.0778 3.4272 0.05 0.40 1.23
F 9.1012 -0.3357 -2.3154 0.34 0.59 0.32
C 9.9744 0.5695 -1.7552 -1.21 -0.40 -0.18
C 9.5099 1.3891 -0.7272 1.51 0.41 0.10
C 10.4749 2.2284 -0.0958 -1.47 -0.69 -0.29
C 11.7902 2.2277 -0.4906 -0.61 0.21 0.11
C 12.1123 1.4583 -1.5832 1.88 -0.60 -0.69
C 11.2618 0.6086 -2.2501 -0.62 0.19 0.82
H 8.4803 1.3693 -0.4016 0.00 -0.09 -0.07
H 10.1929 2.8800 0.7180 -0.28 -0.08 0.09
H 12.4641 2.8406 0.0896 0.41 -0.07 -0.39
H 13.1195 1.3644 -1.9615 0.39 0.53 0.27
H 11.6491 -0.0343 -3.0267 -0.35 -0.01 -0.08
F 4.6553 4.7942 3.5103 1.02 1.86 0.36
C 5.2943 6.0455 3.4580 0.06 0.10 -1.82
C 6.2876 6.4407 4.3289 -1.59 -1.06 0.86
C 6.8245 7.7250 4.2617 0.11 -1.32 -0.05
C 6.5916 8.4793 3.1313 0.68 0.89 0.54
C 5.7244 8.0423 2.1569 -1.45 -0.21 0.27
C 5.0059 6.8791 2.3683 -0.24 -1.37 0.29
H 6.3933 5.7342 5.1389 0.67 0.27 0.44
H 7.4357 8.0140 5.1039 0.23 0.39 -0.27
H 7.0729 9.4441 3.0683 -0.04 0.12 -0.19
H 5.3615 8.6592 1.3481 0.55 0.19 -0.19
H 4.2278 6.5431 1.6990 -0.02 0.14 -0.24
```
Forces are in eV/Å.


Below is C43H40IN9OPbSeTe as an isolated structure in a non-equilibrium geometry, with properties calculated with ωB97M-V/def2-TZVPD.

* energy above the lowest of the compared OMol25 structures with the same formula, charge and spin: 0.0 kcal per mole
* LUMO: -5.43 eV
* total charge: +2
* gap between HOMO and LUMO: 6.7 eV

Structure (XYZ):
```
97
Properties=species:S:1:pos:R:3:forces:R:3
Pb -0.9111 -1.3157 -0.8617 0.26 -0.04 0.17
O -2.8737 -4.2701 -3.1216 -0.73 -2.29 -1.06
C -2.6377 -3.2143 -2.6341 -0.39 2.10 1.02
N -1.4694 -2.5400 -2.6975 0.69 0.97 0.56
C -0.4014 -3.2635 -3.3605 -0.52 -0.92 -0.06
C 0.6128 -3.8560 -2.4095 0.40 0.19 -0.54
C 1.4324 -4.9159 -2.7929 -0.71 -0.68 -1.14
C 2.3226 -5.4576 -1.9010 0.60 -0.24 -0.04
C 2.4673 -4.8857 -0.6399 -0.38 0.37 0.02
C 1.6928 -3.7674 -0.3877 -0.09 0.13 -0.25
N 0.7844 -3.2545 -1.2489 0.33 -0.45 0.82
C -3.7559 -2.4842 -1.8724 0.06 -0.14 0.44
C -5.1033 -2.7509 -2.1235 0.70 -0.99 -0.74
C -6.0397 -2.1923 -1.3106 -0.91 0.56 0.65
C -5.6594 -1.3124 -0.2928 -0.66 -0.29 -0.59
C -4.3303 -1.0340 -0.1688 0.67 0.63 0.95
N -3.3894 -1.6558 -0.8848 -0.14 0.07 -0.88
H -0.8950 -4.1125 -3.8757 0.55 0.49 -0.17
H 0.1320 -2.6218 -4.0643 -0.08 -0.01 -0.14
H 1.2838 -5.3809 -3.7931 0.18 0.46 0.85
H 2.9425 -6.2969 -2.2046 -0.16 0.03 0.12
H 3.1426 -5.2867 0.1140 -0.13 0.17 -0.24
H 1.8088 -3.2097 0.5223 0.03 0.11 0.38
H -5.4042 -3.4656 -2.8984 0.38 0.37 0.25
H -7.0924 -2.4121 -1.4605 0.12 -0.02 0.03
H -6.4121 -0.8624 0.3373 0.11 0.14 0.05
H -3.9882 -0.2717 0.5591 -0.07 -0.62 -0.39
C 1.4872 1.7877 1.9662 -0.60 0.00 0.57
N 0.4236 0.7989 2.3720 0.70 0.73 -0.25
C 0.6350 -0.5060 2.3623 1.20 0.05 -0.22
C -0.3818 -1.3877 2.6537 0.93 0.20 -0.03
C -0.5282 -2.7817 2.4607 -0.48 -0.26 -0.32
C -1.9069 -2.9779 2.5021 0.18 0.41 0.65
C -2.4816 -1.7258 2.8240 -1.08 -0.10 -0.57
N -1.5832 -0.7657 2.8917 0.34 -0.94 0.06
C 2.1568 2.5041 3.1447 -0.40 -0.79 -0.33
C 3.1652 3.4332 2.8740 -0.46 -0.51 -0.65
C 3.6759 4.1922 3.8841 1.11 0.75 0.27
C 3.2218 4.0230 5.1684 0.06 0.85 1.04
C 2.2398 3.1179 5.4550 -0.17 -0.96 0.91
C 1.7316 2.2993 4.4537 -0.40 0.31 0.34
H 0.9529 2.5452 1.3609 0.49 -0.33 0.02
H 2.2148 1.2624 1.3370 -0.19 0.16 0.09
H 1.6446 -0.8217 2.0424 -0.54 0.04 0.29
H 0.2597 -3.5255 2.2793 -0.50 0.54 0.10
H -2.5200 -3.8510 2.4179 0.22 -0.51 -0.09
H -3.5423 -1.4983 2.9036 0.17 -0.16 0.17
H 3.5530 3.5652 1.8721 -0.16 -0.07 -0.14
H 4.4795 4.9149 3.7201 -0.32 -0.26 -0.20
H 3.6038 4.6338 5.9822 0.10 -0.05 -0.22
H 1.9306 2.9713 6.5027 0.04 0.13 -0.66
H 0.9423 1.6055 4.7773 0.48 0.09 -0.65
I -2.0462 4.8431 -3.0080 -0.03 0.12 0.15
C -2.0210 2.7974 -2.8364 0.22 0.19 -0.05
C -2.6041 1.9209 -3.7217 -0.90 0.78 -1.09
N -2.2825 0.6920 -3.3407 0.71 0.16 0.95
N -1.4928 0.7014 -2.2506 -0.04 0.37 -0.13
C -1.3244 1.9894 -1.9346 -0.06 -0.61 0.35
H -3.2460 2.1429 -4.5903 0.54 -0.31 0.61
H -2.4267 -0.1807 -3.7825 -0.35 -0.87 -0.51
H -0.7451 2.2363 -1.0458 -0.08 0.09 -0.44
C -2.0081 1.4999 4.7113 0.30 -0.29 -0.21
Te -1.4864 1.4967 2.6668 -0.64 -0.33 -0.55
C -0.9687 3.5074 2.9904 1.14 0.24 1.29
C -2.0653 3.8590 3.9474 0.20 0.52 -0.32
C -2.6434 5.1220 3.9369 0.01 -0.14 0.11
C -3.6290 5.4408 4.8517 -0.19 0.41 -0.50
C -4.1331 4.4791 5.7049 0.34 -0.79 0.04
C -3.5799 3.1899 5.6616 -0.91 0.10 0.74
C -2.5317 2.8854 4.8131 -0.63 0.23 0.56
H -1.1309 1.2610 5.3030 0.25 0.12 0.09
H -2.7302 0.7099 4.8915 -0.19 0.05 -0.10
H -1.0845 4.0965 2.1171 0.14 0.42 -1.07
H 0.0403 3.6568 3.4392 -0.77 -0.11 -0.40
H -2.3519 5.8470 3.1912 0.20 0.10 0.04
H -4.0530 6.4373 4.8044 -0.06 -0.09 0.20
H -4.9705 4.7220 6.3464 0.11 -0.16 0.09
H -3.9952 2.3792 6.2747 0.12 0.49 -0.12
C 4.5799 -2.1033 -2.2530 -0.24 -0.42 1.39
N 3.9071 -1.1387 -3.0780 -0.66 1.12 -0.02
C 2.9415 -0.2295 -2.7266 0.63 -0.38 -0.99
Se 2.2142 0.0994 -1.0571 -0.15 -0.13 -0.18
N 2.6427 0.4751 -3.8658 0.20 -0.31 0.84
C 3.4441 0.0790 -4.9310 0.81 -0.41 0.06
C 3.5616 0.4782 -6.2688 -0.06 -0.63 0.53
C 4.4525 -0.2562 -7.0386 0.34 -0.66 0.43
C 5.2514 -1.3140 -6.5055 -0.50 0.69 -0.39
C 5.1543 -1.6720 -5.1646 0.83 -0.16 -0.62
C 4.2678 -0.9375 -4.4064 -1.01 0.11 -0.19
H 4.2201 -2.0132 -1.2134 0.16 0.12 -0.51
H 5.6546 -1.9742 -2.2621 0.20 0.38 -0.06
H 4.4022 -3.1335 -2.5550 -0.34 0.03 -0.34
H 1.9959 1.2478 -3.8393 0.06 -0.05 -0.04
H 2.9543 1.2642 -6.6943 0.01 0.01 0.00
H 4.5103 -0.0510 -8.0963 0.17 0.12 -0.05
H 5.9341 -1.8182 -7.1950 -0.24 0.07 0.42
H 5.7886 -2.4577 -4.7266 -0.45 0.41 -0.30
```
Forces are in eV/Å.


Below is C43H41AsCoN7O4PS2 as an isolated structure in a non-equilibrium geometry, with properties calculated with ωB97M-V/def2-TZVPD.

* energy above the lowest of the compared OMol25 structures with the same formula, charge and spin: 30.2 kcal per mole
* LUMO (spin up / spin down): -0.49 / -0.52 eV
* gap between HOMO and LUMO (spin up / spin down): 7.3 / 7.3 eV
* spin multiplicity: 2

Structure (XYZ):
```
100
Properties=species:S:1:pos:R:3:forces:R:3
Co -0.5356 0.1773 0.6449 0.04 1.00 0.89
N -1.9898 2.4512 4.2287 0.00 0.16 0.03
C -1.5723 1.9248 3.0641 0.41 -0.30 -0.62
S -1.9797 0.2940 2.7468 0.54 -0.56 -1.26
N -0.8986 2.6932 2.2418 -0.13 1.42 1.03
N -0.4442 2.1348 1.1298 0.49 -0.15 -0.91
C -0.0445 2.9238 0.1818 -0.57 0.03 1.33
C 0.3850 2.3648 -1.0588 0.36 -0.30 -0.85
C 0.5466 3.1804 -2.1847 -0.07 -0.20 0.42
C 0.8990 2.6069 -3.3848 0.12 -0.32 0.04
C 1.1394 1.2381 -3.4106 0.06 0.18 0.06
C 0.9888 0.5072 -2.2427 0.17 -0.27 -0.27
N 0.5905 1.0338 -1.0957 -0.66 -0.06 0.73
H -2.5635 1.8891 4.8321 0.05 0.15 -0.01
H -1.8435 3.4300 4.4111 -0.02 -0.08 -0.01
H -0.0910 4.0003 0.3100 -0.06 -0.02 0.08
H 0.3592 4.2384 -2.0907 -0.01 0.10 -0.01
H 1.0022 3.2054 -4.2790 -0.02 0.01 -0.02
H 1.4419 0.7478 -4.3212 0.03 -0.12 -0.05
H 1.2237 -0.5495 -2.2355 -0.13 0.01 -0.02
C 1.8547 -2.6119 0.7595 -0.27 0.18 -0.06
C 2.2634 -3.9387 1.3977 0.11 -0.04 -0.17
As 3.3948 -3.9041 3.0281 0.21 -0.33 -0.18
C 3.4985 -5.8701 3.0634 -0.03 0.09 0.02
C 2.8318 -6.5839 4.0527 -0.04 0.32 0.09
C 2.8316 -7.9693 4.0435 -0.06 -0.12 0.04
C 3.4992 -8.6569 3.0443 -0.01 -0.07 0.07
C 4.1759 -7.9549 2.0614 0.02 -0.08 -0.09
C 4.1719 -6.5728 2.0732 0.11 0.11 -0.12
C 5.2210 -3.6630 2.3430 -0.14 0.04 0.09
C 5.6345 -3.4430 1.0370 -0.32 0.02 -0.07
C 6.9854 -3.3542 0.7349 0.14 0.02 -0.11
C 7.9340 -3.4742 1.7355 0.11 0.04 -0.05
C 7.5333 -3.6707 3.0478 0.07 -0.04 0.01
C 6.1884 -3.7626 3.3421 -0.29 0.00 0.16
P 0.4081 -1.7399 1.5402 0.61 -0.25 0.22
C 1.1465 -1.5517 3.1990 -0.26 0.11 0.02
C 0.9257 -2.3942 4.2819 -0.11 0.18 -0.02
C 1.6557 -2.2202 5.4469 -0.11 0.05 0.14
C 2.6216 -1.2316 5.5312 -0.04 -0.03 0.01
C 2.8386 -0.3870 4.4528 0.07 0.02 0.05
C 2.0904 -0.5340 3.3005 -0.19 -0.02 -0.11
C -0.8505 -3.0366 1.7648 -0.12 0.12 -0.07
C -0.9826 -4.1361 0.9223 0.06 0.14 0.08
C -2.0056 -5.0480 1.1152 -0.06 -0.12 -0.11
C -2.9175 -4.8757 2.1421 0.00 0.00 0.05
C -2.8113 -3.7693 2.9680 -0.04 -0.02 0.06
C -1.7894 -2.8597 2.7794 0.06 -0.02 -0.05
H 1.5965 -2.7728 -0.2916 0.10 0.01 0.01
H 2.6702 -1.8782 0.7791 -0.13 0.03 -0.08
H 2.7554 -4.5652 0.6448 0.01 0.00 0.15
H 1.3685 -4.4836 1.7145 0.21 -0.07 0.03
H 2.3108 -6.0428 4.8368 -0.01 -0.07 -0.01
H 2.3062 -8.5166 4.8127 -0.04 -0.02 0.08
H 3.4977 -9.7371 3.0328 -0.01 -0.08 0.02
H 4.7014 -8.4852 1.2806 0.05 -0.05 -0.06
H 4.7106 -6.0319 1.3039 0.01 -0.03 -0.03
H 4.9024 -3.3614 0.2394 -0.03 -0.05 -0.03
H 7.3025 -3.2141 -0.2897 0.00 0.02 -0.07
H 8.9851 -3.4180 1.4957 0.10 0.02 -0.04
H 8.2686 -3.7640 3.8337 0.06 0.00 0.05
H 5.8560 -3.9308 4.3644 0.14 0.04 -0.04
H 0.2011 -3.1936 4.2095 0.02 -0.03 0.06
H 1.4809 -2.8749 6.2887 0.00 -0.07 0.06
H 3.2056 -1.1186 6.4334 0.02 0.01 0.07
H 3.5802 0.3950 4.5091 0.09 0.10 0.02
H 2.2248 0.1388 2.4612 0.14 0.01 0.06
H -0.2949 -4.2918 0.1074 0.10 -0.03 -0.02
H -2.0898 -5.8934 0.4484 0.00 -0.11 -0.04
H -3.6997 -5.6009 2.3086 -0.10 -0.05 -0.06
H -3.5207 -3.6028 3.7655 -0.08 -0.04 0.05
H -1.7181 -1.9987 3.4249 0.00 -0.07 0.11
S 3.4439 1.5472 0.5642 -0.52 0.23 0.34
C 4.8190 1.1089 -0.2180 0.02 0.02 -0.02
N 5.3247 -0.1462 -0.3029 0.09 0.18 -0.13
C 6.6043 -0.1633 -0.9825 0.36 -0.21 -0.07
C 6.6808 1.2433 -1.6054 0.21 -0.01 -0.30
N 5.6266 1.9440 -0.9078 0.10 -0.12 0.01
H 5.0844 -0.8484 0.3780 -0.10 0.12 0.03
H 6.6155 -0.9493 -1.7396 0.14 0.07 0.00
H 7.4292 -0.3389 -0.2851 -0.07 0.00 -0.02
H 6.4901 1.2125 -2.6846 0.04 -0.01 0.09
H 7.6450 1.7282 -1.4362 -0.03 -0.14 -0.06
H 5.3502 2.8837 -1.1346 -0.16 -0.12 0.13
O -2.8877 0.0029 -2.4676 -0.13 0.09 -0.22
C -2.2544 -0.7391 -1.7395 0.06 -0.42 -0.06
O -1.8003 -0.4825 -0.5805 -0.63 -0.25 -0.21
C -1.9617 -2.1649 -2.1934 -0.10 0.24 -0.07
C -2.9562 -2.9386 -2.7820 0.21 0.05 0.05
C -2.6801 -4.2358 -3.1613 0.12 -0.33 -0.06
C -1.3974 -4.7469 -2.9836 -0.29 1.32 0.36
C -0.3835 -3.9701 -2.4325 -0.03 -0.32 -0.23
C -0.6852 -2.6883 -2.0231 -0.20 0.03 -0.08
N -1.1312 -6.0990 -3.3727 0.18 -0.87 -0.25
O -2.0556 -6.7511 -3.8224 0.10 -0.11 -0.02
O 0.0015 -6.5254 -3.2253 -0.01 -0.03 -0.02
H -3.9400 -2.5227 -2.9333 -0.06 0.10 0.00
H -3.4327 -4.8714 -3.6032 -0.03 0.02 0.02
H 0.6086 -4.3875 -2.3292 0.00 -0.02 0.03
H 0.0626 -2.0734 -1.5468 0.02 0.00 0.03
```
Forces are in eV/Å.


- Number 1 is which compound?
  C43H40ClF3FeN5O4